Record 1
{"formula": "C4H7N2", "method": "ωB97M-V with the def2-TZVPD basis set", "e_lumo_ev": [-3.4, -8.9], "homo_ev": [-12.008, -15.631], "largest_force_ev_per_a": 5.0, "e_above_lowest_kcal_mol": 55.2, "orbital_gap_ev": [8.6, 6.8], "e_tot_ev": -7228.3364, "multiplicity": 3, "charge": 1, "elements": ["C", "C", "C", "C", "N", "N", "H", "H", "H", "H", "H", "H", "H"], "xyz": [[0.98, 0.44, -1.02], [-0.04, -0.51, -1.54], [0.55, 0.86, 1.27], [-0.38, -0.47, 0.88], [1.19, 0.89, 0.05], [-0.96, -0.53, -0.46], [-0.63, -0.11, -2.45], [0.37, -1.47, -1.98], [0.08, 1.87, 1.36], [1.23, 0.78, 2.13], [-1.08, -0.59, 1.70], [0.48, -1.17, 0.65], [-1.80, 0.00, -0.59]]}

---

Record 2
{"formula": "FeH16O8", "method": "ωB97M-V with the def2-TZVPD basis set", "e_lumo_ev": [-10.7, -15.6], "homo_ev": [-22.737, -22.701], "largest_force_ev_per_a": 4.0, "e_above_lowest_kcal_mol": 28.5, "orbital_gap_ev": [12.0, 7.1], "e_tot_ev": -50996.5819, "multiplicity": 6, "charge": 3, "elements": ["Fe", "O", "H", "H", "O", "H", "H", "O", "H", "H", "O", "H", "H", "O", "H", "H", "O", "H", "H", "O", "H", "H", "O", "H", "H"], "xyz": [[-3.07, 1.94, -11.36], [-4.05, 1.10, -12.96], [-3.75, 0.33, -13.52], [-4.65, 1.44, -13.64], [-3.20, 4.57, -9.99], [-3.47, 5.17, -9.28], [-2.25, 4.75, -9.99], [-1.38, 1.71, -13.58], [-0.78, 0.97, -13.87], [-1.11, 2.53, -13.93], [-1.22, 2.61, -11.04], [-0.60, 2.28, -10.32], [-0.62, 3.23, -11.48], [-3.29, 3.72, -12.60], [-3.69, 3.85, -13.49], [-3.09, 4.67, -12.51], [-2.20, 0.05, -11.43], [-2.42, -0.89, -11.43], [-1.29, -0.11, -11.73], [-2.86, 1.52, -9.19], [-2.84, 0.73, -8.67], [-3.04, 2.20, -8.49], [-4.95, 2.49, -10.58], [-5.15, 2.33, -9.63], [-5.77, 2.60, -10.98]]}

---

Record 3
{"formula": "C24H25CaN3S3", "method": "ωB97M-V with the def2-TZVPD basis set", "e_lumo_ev": [4.3, 4.3], "homo_ev": [0.374, -0.126], "largest_force_ev_per_a": 0.4, "e_above_lowest_kcal_mol": 10.7, "orbital_gap_ev": [3.9, 4.4], "e_tot_ev": -80709.0801, "charge": -2, "elements": ["Ca", "C", "C", "S", "C", "C", "S", "H", "H", "H", "H", "H", "H", "N", "C", "C", "C", "C", "C", "C", "N", "C", "C", "C", "S", "C", "N", "H", "H", "H", "H", "H", "H", "H", "C", "C", "C", "C", "C", "C", "C", "C", "C", "C", "H", "H", "H", "H", "H", "H", "H", "H", "H", "H", "H", "H"], "xyz": [[1.10, -0.34, 0.93], [-0.26, -1.14, 5.11], [0.47, -1.49, 3.82], [1.96, -0.56, 3.55], [-0.06, -2.42, 2.99], [-1.38, -3.07, 3.38], [0.60, -2.97, 1.44], [0.31, -0.40, 5.67], [-0.40, -2.02, 5.75], [-1.25, -0.73, 4.91], [-1.34, -3.53, 4.37], [-1.64, -3.84, 2.65], [-2.20, -2.34, 3.40], [3.27, 0.22, -3.22], [2.14, -0.12, -3.94], [1.89, -0.14, -5.30], [0.62, -0.57, -5.71], [-0.33, -0.96, -4.77], [-0.06, -0.94, -3.40], [1.19, -0.50, -2.97], [1.70, -0.38, -1.70], [2.98, 0.03, -1.87], [3.94, 0.20, -0.87], [5.30, 0.56, -0.95], [6.01, 0.50, 0.63], [4.47, 0.05, 1.29], [3.52, -0.05, 0.43], [4.14, 0.55, -3.59], [2.64, 0.16, -6.02], [0.38, -0.59, -6.77], [-1.30, -1.30, -5.11], [-0.81, -1.28, -2.70], [5.91, 0.68, -1.83], [4.31, -0.14, 2.35], [-1.97, 3.65, 0.61], [-1.28, 2.35, 0.21], [-0.81, 2.42, -1.24], [-0.51, 1.56, 1.19], [-1.95, 1.03, 0.65], [-3.09, 1.05, 1.55], [-4.00, 0.03, 1.60], [-3.91, -1.08, 0.74], [-2.84, -1.14, -0.17], [-1.92, -0.13, -0.24], [-1.28, 4.48, 0.45], [-2.25, 3.65, 1.66], [-2.87, 3.84, 0.01], [-0.23, 3.34, -1.39], [-1.65, 2.44, -1.94], [-0.16, 1.59, -1.50], [-0.69, 1.94, 2.20], [-3.17, 1.87, 2.26], [-4.81, 0.08, 2.33], [-4.62, -1.89, 0.81], [-2.71, -2.01, -0.80], [-1.09, -0.22, -0.93]]}

---

Record 4
{"formula": "C34H47N3O12", "method": "ωB97M-V with the def2-TZVPD basis set", "e_lumo_ev": -1.2, "homo_ev": -8.207, "largest_force_ev_per_a": 7.4, "smiles": "CNCc1cccc2nccnc12.O=C1CCCO1.O=C1CCCO1.O=C1CCCO1.O=C1CCCO1.O=C1CCCO1.O=C1CCCO1", "orbital_gap_ev": 7.0, "e_tot_ev": -65050.2894, "charge": 0, "elements": ["C", "N", "C", "C", "C", "C", "C", "C", "N", "C", "C", "N", "C", "H", "H", "H", "H", "H", "H", "H", "H", "H", "H", "H", "O", "C", "C", "C", "C", "O", "H", "H", "H", "H", "H", "H", "O", "C", "C", "C", "C", "O", "H", "H", "H", "H", "H", "H", "O", "C", "C", "C", "C", "O", "H", "H", "H", "H", "H", "H", "O", "C", "C", "C", "C", "O", "H", "H", "H", "H", "H", "H", "O", "C", "C", "C", "C", "O", "H", "H", "H", "H", "H", "H", "O", "C", "C", "C", "C", "O", "H", "H", "H", "H", "H", "H"], "xyz": [[3.10, -1.23, 1.54], [2.83, -1.41, 0.06], [2.10, -0.22, -0.54], [0.65, -0.02, 0.20], [0.33, 1.48, 0.84], [-1.10, 1.68, 1.60], [-2.15, 0.42, 1.72], [-1.85, -1.10, 1.08], [-2.90, -2.14, 1.31], [-2.43, -3.43, 0.70], [-1.04, -3.67, -0.12], [-0.02, -2.59, -0.32], [-0.43, -1.29, 0.32], [2.10, -1.48, 2.12], [3.93, -2.04, 1.83], [3.49, -0.16, 1.82], [3.68, -1.67, -0.48], [1.85, -0.50, -1.68], [2.72, 0.77, -0.55], [1.09, 2.39, 0.78], [-1.37, 2.73, 2.07], [-3.18, 0.60, 2.27], [-3.17, -4.37, 0.79], [-0.80, -4.75, -0.56], [2.73, 3.61, -1.42], [2.23, 3.28, -2.49], [0.77, 3.26, -2.80], [0.72, 2.42, -4.05], [2.06, 2.69, -4.68], [2.95, 2.91, -3.59], [0.43, 4.29, -2.98], [0.20, 2.80, -1.99], [-0.12, 2.67, -4.71], [0.64, 1.36, -3.78], [2.05, 3.59, -5.31], [2.40, 1.85, -5.28], [-3.32, 0.21, -3.61], [-4.00, -0.74, -3.26], [-3.70, -1.64, -2.10], [-4.61, -2.81, -2.37], [-5.76, -2.18, -3.11], [-5.18, -1.10, -3.84], [-3.96, -1.13, -1.17], [-2.65, -1.94, -2.10], [-4.92, -3.34, -1.46], [-4.10, -3.53, -3.02], [-6.52, -1.77, -2.43], [-6.24, -2.88, -3.80], [6.73, -0.49, 2.39], [6.67, 0.70, 2.11], [7.60, 1.76, 2.64], [6.85, 3.02, 2.31], [6.07, 2.63, 1.08], [5.78, 1.24, 1.24], [8.55, 1.70, 2.11], [7.75, 1.65, 3.71], [7.50, 3.89, 2.15], [6.15, 3.26, 3.12], [6.65, 2.76, 0.16], [5.13, 3.19, 0.99], [4.63, -8.11, 0.95], [4.57, -6.92, 0.67], [5.50, -5.86, 1.20], [4.75, -4.60, 0.87], [3.97, -4.99, -0.36], [3.68, -6.38, -0.20], [6.45, -5.92, 0.67], [5.65, -5.97, 2.27], [5.40, -3.73, 0.71], [4.05, -4.36, 1.68], [4.55, -4.86, -1.28], [3.03, -4.43, -0.45], [-2.33, 3.18, 4.36], [-1.41, 3.12, 5.15], [-0.87, 1.86, 5.76], [-0.05, 2.39, 6.91], [0.38, 3.74, 6.41], [-0.68, 4.20, 5.57], [-0.26, 1.34, 5.03], [-1.69, 1.22, 6.12], [0.78, 1.75, 7.19], [-0.69, 2.52, 7.79], [1.30, 3.69, 5.81], [0.54, 4.45, 7.22], [-8.57, -1.14, -3.40], [-8.63, 0.05, -3.68], [-7.70, 1.11, -3.15], [-8.45, 2.37, -3.48], [-9.23, 1.98, -4.71], [-9.52, 0.59, -4.55], [-6.75, 1.05, -3.68], [-7.55, 1.00, -2.08], [-7.80, 3.24, -3.64], [-9.15, 2.61, -2.67], [-8.65, 2.11, -5.63], [-10.17, 2.54, -4.80]]}

---

Record 5
{"formula": "C3H2FO2Rb", "method": "ωB97M-V with the def2-TZVPD basis set", "e_lumo_ev": [-4.2, -4.8], "homo_ev": [-12.178, -13.507], "largest_force_ev_per_a": 3.2, "e_above_lowest_kcal_mol": 16.4, "orbital_gap_ev": [8.0, 8.7], "e_tot_ev": -10601.4716, "multiplicity": 2, "charge": 1, "elements": ["C", "C", "O", "C", "H", "H", "F", "Rb", "O"], "xyz": [[-1.21, 2.96, 1.32], [-1.14, 1.62, 1.41], [-2.28, -0.76, -0.07], [-1.97, 0.37, 0.13], [-0.93, 3.57, 2.18], [-1.20, 3.43, 0.34], [-0.79, 1.01, 2.51], [1.75, -0.97, -1.71], [-0.72, 0.81, 0.11]]}

---

Record 6
{"formula": "C22H27CsN5O5S", "method": "ωB97M-V with the def2-TZVPD basis set", "e_lumo_ev": 2.1, "homo_ev": -5.612, "largest_force_ev_per_a": 4.3, "e_above_lowest_kcal_mol": 30.8, "orbital_gap_ev": 7.8, "e_tot_ev": -52327.5449, "charge": -1, "elements": ["Cs", "O", "C", "C", "C", "N", "C", "C", "C", "O", "O", "C", "O", "O", "H", "H", "H", "C", "C", "C", "C", "C", "C", "C", "C", "C", "C", "C", "C", "H", "H", "H", "H", "H", "H", "H", "H", "H", "H", "H", "H", "H", "H", "H", "H", "H", "H", "C", "C", "N", "N", "C", "S", "N", "N", "H", "H", "H", "H", "H", "H"], "xyz": [[1.03, -0.12, 0.88], [-1.30, -5.85, -1.17], [-0.93, -4.68, -0.58], [-1.71, -3.53, -0.70], [-1.28, -2.38, -0.07], [-0.14, -2.34, 0.61], [0.63, -3.42, 0.70], [0.25, -4.63, 0.14], [1.97, -3.21, 1.44], [2.37, -4.15, 2.12], [2.48, -2.08, 1.24], [-2.04, -1.06, -0.13], [-2.98, -0.96, -0.93], [-1.60, -0.17, 0.65], [-2.14, -5.71, -1.63], [-2.63, -3.52, -1.28], [0.87, -5.51, 0.26], [-0.40, 4.57, -0.68], [0.04, 3.33, -1.43], [1.41, 3.09, -1.59], [2.42, 3.91, -0.82], [1.84, 2.10, -2.48], [3.32, 1.91, -2.78], [0.90, 1.31, -3.15], [1.35, 0.23, -4.12], [-0.46, 1.48, -2.91], [-1.50, 0.63, -3.59], [-0.90, 2.49, -2.04], [-2.38, 2.61, -1.80], [-1.44, 4.81, -0.87], [0.19, 5.43, -1.01], [-0.25, 4.48, 0.40], [2.86, 4.70, -1.45], [3.23, 3.28, -0.45], [1.96, 4.38, 0.05], [3.51, 2.02, -3.85], [3.66, 0.92, -2.47], [3.93, 2.65, -2.28], [2.43, 0.13, -4.16], [1.00, 0.46, -5.13], [0.93, -0.73, -3.84], [-2.26, 1.26, -4.06], [-2.02, -0.01, -2.86], [-1.07, -0.01, -4.36], [-2.90, 2.98, -2.69], [-2.62, 3.27, -0.97], [-2.80, 1.63, -1.57], [-3.73, 0.40, 3.39], [-2.43, 1.02, 3.72], [-1.74, 0.83, 4.80], [-0.60, 1.57, 4.60], [-0.55, 2.15, 3.39], [0.66, 3.09, 2.73], [-1.75, 1.84, 2.84], [-2.24, 2.29, 1.63], [-4.13, -0.08, 4.27], [-3.58, -0.34, 2.60], [-4.43, 1.15, 3.00], [0.15, 1.53, 5.25], [-2.28, 1.46, 1.02], [-1.50, 2.87, 1.24]]}

---

- Which formula does entry 1 have?
  C4H7N2

---

What did the second record say?
{"formula": "FeH16O8", "method": "ωB97M-V with the def2-TZVPD basis set", "e_lumo_ev": [-10.7, -15.6], "homo_ev": [-22.737, -22.701], "largest_force_ev_per_a": 4.0, "e_above_lowest_kcal_mol": 28.5, "orbital_gap_ev": [12.0, 7.1], "e_tot_ev": -50996.5819, "multiplicity": 6, "charge": 3, "elements": ["Fe", "O", "H", "H", "O", "H", "H", "O", "H", "H", "O", "H", "H", "O", "H", "H", "O", "H", "H", "O", "H", "H", "O", "H", "H"], "xyz": [[-3.07, 1.94, -11.36], [-4.05, 1.10, -12.96], [-3.75, 0.33, -13.52], [-4.65, 1.44, -13.64], [-3.20, 4.57, -9.99], [-3.47, 5.17, -9.28], [-2.25, 4.75, -9.99], [-1.38, 1.71, -13.58], [-0.78, 0.97, -13.87], [-1.11, 2.53, -13.93], [-1.22, 2.61, -11.04], [-0.60, 2.28, -10.32], [-0.62, 3.23, -11.48], [-3.29, 3.72, -12.60], [-3.69, 3.85, -13.49], [-3.09, 4.67, -12.51], [-2.20, 0.05, -11.43], [-2.42, -0.89, -11.43], [-1.29, -0.11, -11.73], [-2.86, 1.52, -9.19], [-2.84, 0.73, -8.67], [-3.04, 2.20, -8.49], [-4.95, 2.49, -10.58], [-5.15, 2.33, -9.63], [-5.77, 2.60, -10.98]]}

---

- Which of these has the lowest charge?
  C24H25CaN3S3

---

- Number 1 is which compound?
  C4H7N2